[1]
2 unconnected molecules or ions with the total composition CH4ClNOS at a distorted geometry, computed with the ωB97M-V functional and the def2-TZVPD basis.

Structure (XYZ):
```
9
Properties=species:S:1:pos:R:3:forces:R:3:lowdin_charge:R:1
C -1.350010 1.014464 -0.250066 0.347 1.829 -0.636 -0.560
N 1.061551 -1.302664 -0.264145 -0.881 -1.826 0.421 -0.315
O 2.244421 0.270281 1.274595 0.165 0.005 0.660 -0.548
S 1.738251 0.176977 -0.094091 0.176 0.968 -0.697 0.790
Cl -1.645110 -0.269991 0.713422 -0.843 -1.643 1.280 0.639
H -2.156506 1.316383 -0.908130 0.315 0.001 -0.066 0.010
H -0.614868 1.704565 0.150094 -0.302 0.070 -0.352 -0.014
H 0.316262 -1.538097 0.388238 0.769 0.175 1.476 -0.020
H 0.406009 -1.371919 -1.009921 0.254 0.421 -2.085 0.018
```
Forces are in eV/Å.

Computed properties:
ΔE to the lowest compared entry with this formula, charge and spin, eV: 3.244
Total charge: 0
HOMO energy (spin up / spin down), Eh: -0.294 / -0.326
Total energy, Eh: -1028.74764
Kohn-Sham gap (spin up / spin down), eV: 7.45 / 8.58
Multiplicity: 1
Maximum force, eV/Å: 2.2

---

[2]
A molecular structure, H6NO at a distorted geometry, computed with the ωB97M-V functional and the def2-TZVPD basis.

Structure (XYZ):
```
8
Properties=species:S:1:pos:R:3:forces:R:3:lowdin_charge:R:1
O 1.120521 1.177487 1.324882 3.972 3.659 5.916 0.089
H 1.023546 0.647189 2.148077 0.105 0.412 -0.598 0.153
H 1.521195 2.025684 1.622000 -0.206 -0.476 -0.361 0.160
N 0.000000 0.000000 0.000000 -3.498 -3.889 -3.967 0.243
H 0.165788 0.003754 -1.024666 -0.381 -0.384 0.666 0.163
H 0.515548 0.787673 0.437302 -0.332 0.358 -0.748 -0.130
H 0.333630 -0.897206 0.401437 -0.341 0.628 -0.539 0.160
H -1.015630 0.105532 0.186559 0.681 -0.308 -0.370 0.162
```
Forces are in eV/Å.

Computed properties:
ΔE to the lowest compared entry with this formula, charge and spin, eV: 1.483
Total charge: +1
HOMO energy, Eh: -0.677
Total energy, Eh: -133.29317
Kohn-Sham gap, eV: 14.33
Multiplicity: 1
Maximum force, eV/Å: 8.0

---

[3]
A gas-phase ion, C6H17N2 (charge +1) at a distorted geometry, computed with the ωB97M-V functional and the def2-TZVPD basis.

Structure (XYZ):
```
25
Properties=species:S:1:pos:R:3:forces:R:3:lowdin_charge:R:1
N -1.049352 -2.021947 0.160783 0.257 0.283 0.876 0.227
C -0.419467 -1.122020 1.217416 0.686 -0.221 0.496 -0.327
C 0.068081 -1.990185 2.363898 1.476 -0.608 -1.051 -0.028
C 0.618637 -0.257251 0.521904 0.620 -0.390 -0.713 -0.179
N -0.054865 0.574575 -0.454543 -0.643 -0.030 0.475 -0.234
C 0.585079 0.765433 -1.763114 0.447 -0.026 -1.071 -0.231
C 0.788849 2.208339 -2.214459 -0.428 0.703 -0.132 -0.087
C -0.681397 1.765962 0.152745 1.068 -0.148 -0.099 -0.060
H -0.540750 -2.885012 -0.047191 0.351 0.341 -0.053 0.177
H -1.139362 -1.407039 -0.657192 -0.395 -0.027 -0.223 0.159
H -1.915267 -2.312658 0.596932 -0.673 -0.044 -0.631 0.165
H -1.234488 -0.478459 1.534955 -0.192 -0.042 0.034 0.139
H 0.401830 -1.421611 3.227296 -0.848 -0.020 0.311 0.102
H -0.578819 -2.852382 2.497429 -0.482 0.333 0.906 0.086
H 1.010087 -2.496206 2.089225 -0.078 0.245 -0.369 0.098
H 1.312933 -0.908801 -0.026850 -0.138 -0.112 0.085 0.133
H 1.284312 0.232060 1.248604 -0.419 0.315 0.111 0.146
H 0.017010 0.264304 -2.552663 -0.409 0.020 0.150 0.107
H 1.540751 0.239758 -1.811931 0.126 0.056 0.380 0.111
H 0.814703 2.377750 -3.294074 0.295 -0.753 -0.025 0.085
H -0.085902 2.805378 -1.958519 0.115 0.100 0.257 0.061
H 1.677431 2.690971 -1.814908 -0.018 -0.038 0.260 0.083
H -1.518651 2.119245 -0.437534 -0.152 0.019 0.086 0.094
H 0.071558 2.552908 0.245030 -0.192 0.244 -0.054 0.093
H -0.972940 1.556888 1.176762 -0.373 -0.200 -0.007 0.080
```
Forces are in eV/Å.

Computed properties:
ΔE to the lowest compared entry with this formula, charge and spin, eV: 1.120
Total charge: +1
HOMO energy, Eh: -0.456
Total energy, Eh: -348.04970
Kohn-Sham gap, eV: 9.14
Multiplicity: 1
Maximum force, eV/Å: 1.9

---

- Which of these has the highest ΔE to the lowest compared entry with this formula, charge and spin?
  CH4ClNOS

---

- The lowest maximum force belongs to which entry?
  C6H17N2

---

- Which value of total charge does entry 3 give?
  +1